The ion FHNO3P with charge -2 at a distorted geometry. Source: the Open Molecules 2025 dataset; level of theory: ωB97M-V with the def2-TZVPD basis set.

The geometry in XYZ format:
```
7
Properties=species:S:1:pos:R:3:nbo_charge:R:1
N -0.5999 0.5814 -0.0716 -0.59
O -2.0483 0.5818 2.4952 -1.22
O 0.5299 -0.0120 2.2833 -1.26
O -1.1889 -1.4258 1.0320 -1.24
F -0.0922 1.9054 -0.4790 -0.40
P -0.8864 -0.0285 1.6619 2.38
H 0.2485 -0.1219 -0.3954 0.33
```

The calculation puts the HOMO-LUMO gap at 0.2558 hartree. The value obtained for the calculated total energy is -722.26903 Ha. Its energy above the lowest of the compared OMol25 structures with the same formula, charge and spin is 38.7 kJ/mol. The LUMO energy comes out at 7.772 eV. As for the total charge: -2.

The molecule CH2N4 at a distorted geometry. Source: the Open Molecules 2025 dataset; level of theory: ωB97M-V with the def2-TZVPD basis set.

The geometry in XYZ format:
```
7
Properties=species:S:1:pos:R:3:nbo_charge:R:1
C 0.5215 -0.3860 -0.4445 0.14
H 0.9059 -1.2070 -1.0490 0.22
H -1.5600 -0.0397 -0.8579 0.42
N 1.2482 0.0636 0.4964 -0.29
N 0.4270 0.7707 1.2863 -0.07
N -0.7726 0.8013 0.8351 -0.05
N -0.7699 -0.0029 -0.2664 -0.38
```

The calculation puts the HOMO-LUMO gap at 0.4311 hartree. The value obtained for the calculated total energy is -258.27876 Ha. Its energy above the lowest of the compared OMol25 structures with the same formula, charge and spin is 175.8 kJ/mol. The LUMO energy comes out at 0.773 eV.